A cluster of 2 separate species, C3H5N2 in total, computed with ωB97M-V/def2-TZVPD.

Values from the calculation:
DFT total energy ... -6158.113 eV
HOMO level (spin up / spin down) ... -14.983 / -16.193 eV
Orbital gap (spin up / spin down) ... 7.208 / 9.988 eV
ΔE to the lowest compared entry with this formula, charge and spin ... 179.4 kcal per mole
M ... 69.09 g mol⁻¹

```
! RIJCOSX wB97M-V def2-TZVPD def2/J DEFGRID3
* xyz 1 1
C 0.489 -0.262 -1.083
C 0.518 -0.193 1.134
C -0.929 0.104 -0.539
N 1.225 -0.397 -0.042
N -0.730 0.173 0.836
H 0.896 -0.580 -2.165
H 2.888 0.451 2.388
H -1.088 1.120 -0.930
H -1.685 -0.575 -0.957
H -1.582 0.158 1.358
*
```

Atom charges from the natural (NBO) analysis, given in e for atoms 1 to 5:
1 C 0.226
2 C 0.706
3 C -0.342
4 N -0.499
5 N -0.533


A structure of composition C47H84Cl4I3NO20PS8, computed with ωB97M-V/def2-TZVPD.

Values from the calculation:
DFT total energy ... -262882.633 eV
HOMO level ... -10.353 eV
Orbital gap ... 6.169 eV
M ... 1793.21 g mol⁻¹

```
! RIJCOSX wB97M-V def2-TZVPD def2/J DEFGRID3
* xyz 1 1
C 2.272 -2.518 -3.896
C 0.772 -2.289 -3.576
C 0.114 -1.428 -2.429
Cl -1.648 -1.650 -3.025
C 0.356 -1.603 -0.858
C 1.148 -2.957 -0.744
C 0.616 -4.352 -1.207
O 1.768 -5.161 -1.637
C 1.396 -6.507 -1.507
O 1.490 -7.122 -0.463
C 1.512 -0.478 -0.493
C 2.574 -0.246 -1.654
S 2.890 -1.097 0.690
C 1.045 0.834 0.290
I 2.947 1.675 1.104
I 1.108 2.483 -1.323
N -0.176 0.887 1.161
S -0.395 2.683 0.971
C -0.245 0.918 2.691
Cl -1.195 2.414 3.416
C 0.931 0.944 3.761
C 1.947 -0.251 3.877
Cl 1.707 2.602 4.107
C -1.351 0.137 0.482
C -2.716 0.220 1.295
C -3.644 1.440 1.540
C -3.600 2.894 0.988
I -5.536 3.830 1.519
C -1.847 0.825 -0.844
O -3.160 0.469 -1.311
C -3.732 1.375 -2.180
C -5.308 1.469 -2.057
O -3.164 2.058 -3.013
C -0.932 -1.441 0.164
C -0.491 -2.086 1.613
C -0.263 -3.549 2.003
O 0.804 -3.768 2.580
Cl -1.224 -5.067 2.033
P -2.409 -2.576 -0.069
O -3.601 -2.135 -0.919
O -3.254 -2.882 1.378
O -2.151 -4.048 -0.730
H 2.330 -2.950 -4.945
H 2.939 -1.604 -3.956
H 2.803 -3.300 -3.268
H 0.240 -3.295 -3.733
H 0.430 -1.765 -4.532
H 0.230 -0.357 -2.791
H 2.146 -2.883 -1.276
H 1.521 -3.241 0.286
H 0.166 -4.935 -0.345
H -0.131 -4.410 -2.032
H 1.042 -7.033 -2.448
H 3.378 0.503 -1.412
H 3.215 -1.167 -1.820
H 2.219 0.070 -2.658
H 2.455 -1.949 1.653
H 0.608 3.379 1.565
H -0.852 0.085 3.160
H 0.389 0.873 4.764
H 1.513 -1.262 3.658
H 2.921 -0.140 3.347
H 2.244 -0.305 4.973
H -2.690 -0.337 2.291
H -3.460 -0.488 0.807
H -3.713 1.617 2.666
H -4.740 1.175 1.362
H -3.574 3.070 -0.116
H -2.890 3.616 1.486
H -1.956 1.955 -0.825
H -1.203 0.729 -1.754
H -5.762 1.171 -3.040
H -5.652 2.469 -1.687
H -5.691 0.712 -1.306
H -1.254 -1.784 2.401
H 0.421 -1.494 1.872
H -4.084 -2.374 1.386
H -2.988 -4.517 -0.913
C -0.796 -7.931 -6.282
C -2.000 -6.988 -6.327
C -1.604 -5.701 -5.598
S 0.174 -5.551 -5.776
O 0.778 -5.675 -4.468
O 0.472 -4.447 -6.656
C 0.410 -7.082 -6.665
H -0.920 -8.779 -6.957
H -0.671 -8.323 -5.268
H -2.244 -6.760 -7.368
H -2.885 -7.439 -5.875
H -2.084 -4.827 -6.035
H -1.831 -5.757 -4.532
H 1.360 -7.532 -6.382
H 0.406 -6.851 -7.732
C 8.418 1.077 4.431
C 7.657 2.286 3.886
C 6.781 1.792 2.732
S 6.412 0.080 3.077
O 7.030 -0.740 2.064
O 5.008 -0.047 3.418
C 7.385 -0.031 4.572
H 8.901 1.298 5.384
H 9.194 0.777 3.721
H 7.027 2.706 4.675
H 8.335 3.074 3.554
H 5.850 2.354 2.665
H 7.308 1.835 1.785
H 7.826 -1.023 4.654
H 6.720 0.157 5.418
C 2.016 0.081 9.759
C 1.640 0.656 8.391
C 2.360 2.000 8.243
S 3.844 1.884 9.241
O 3.741 2.823 10.329
O 4.998 1.836 8.374
C 3.527 0.244 9.875
H 1.718 -0.964 9.855
H 1.516 0.649 10.549
H 1.972 -0.029 7.604
H 0.559 0.776 8.286
H 2.637 2.197 7.208
H 1.756 2.821 8.630
H 3.891 0.166 10.898
H 4.050 -0.467 9.234
C -6.238 8.885 -0.918
C -5.183 9.119 -2.003
C -3.937 8.321 -1.610
S -4.518 6.932 -0.639
O -4.024 7.075 0.710
O -4.339 5.712 -1.395
C -6.245 7.383 -0.664
H -7.222 9.243 -1.226
H -5.954 9.418 -0.006
H -5.563 8.760 -2.964
H -4.951 10.179 -2.119
H -3.402 7.950 -2.484
H -3.264 8.910 -0.986
H -6.713 7.108 0.280
H -6.717 6.846 -1.489
C -7.115 -3.169 -4.048
C -8.611 -2.838 -4.057
C -9.027 -2.557 -2.610
S -7.563 -1.942 -1.780
O -7.170 -2.897 -0.772
O -7.738 -0.538 -1.484
C -6.460 -2.106 -3.174
H -6.695 -3.173 -5.055
H -6.959 -4.160 -3.612
H -8.783 -1.948 -4.670
H -9.202 -3.649 -4.486
H -9.814 -1.807 -2.555
H -9.345 -3.467 -2.101
H -5.465 -2.384 -2.828
H -6.425 -1.143 -3.686
C 7.187 2.694 -3.080
C 5.707 3.083 -3.136
C 5.254 3.379 -1.701
S 6.712 3.940 -0.828
O 7.035 2.973 0.190
O 6.579 5.345 -0.535
C 7.851 3.733 -2.185
H 7.638 2.674 -4.073
H 7.291 1.698 -2.641
H 5.591 3.979 -3.752
H 5.099 2.296 -3.584
H 4.495 4.160 -1.670
H 4.877 2.474 -1.207
H 8.823 3.418 -1.808
H 7.939 4.694 -2.695
*
```

Atom charges from the Mulliken analysis, given in e for atoms 1 to 5:
1 C -1.251
2 C -0.588
3 C -0.707
4 Cl -0.036
5 C 3.448


A cluster of 5 separate species, C49H74IN4O3P2S in total, computed with ωB97M-V/def2-TZVPD.

Values from the calculation:
DFT total energy ... -101606.284 eV
HOMO level ... -10.488 eV
Orbital gap ... 5.768 eV
M ... 988.07 g mol⁻¹

```
! RIJCOSX wB97M-V def2-TZVPD def2/J DEFGRID3
* xyz 1 1
C 0.698 -2.814 -4.295
C 0.940 -2.111 -3.076
C 1.203 -1.384 -1.591
P -0.163 0.000 -1.500
O 0.100 0.985 -2.956
I 0.223 1.555 0.359
N 2.537 -0.698 -1.711
C 3.480 -0.968 -0.569
N 4.514 -0.049 -0.348
P 4.792 1.407 -1.379
C 3.319 2.627 -1.299
C 4.902 0.897 -3.256
C 5.288 2.227 -4.194
S 5.674 -0.228 0.993
C 4.827 0.201 2.624
O 6.405 -1.591 0.991
O 6.806 0.859 0.819
N 3.454 -2.150 0.380
C 2.532 -3.254 -0.078
C 1.071 -2.511 -0.415
N 0.424 -1.924 0.857
C 0.064 -3.786 -0.815
C -1.497 -3.328 -1.050
C -2.605 -4.465 -0.591
C -4.145 -3.838 -0.568
C -4.969 -4.099 -1.978
C -6.508 -3.528 -1.900
C -6.934 -2.576 -3.165
C -6.104 -1.166 -3.284
C -5.327 -0.703 -1.915
C -4.990 0.930 -2.020
C -4.437 1.446 -0.550
C -3.631 2.879 -0.668
C -4.013 3.823 0.631
C -3.819 3.036 2.085
C -4.378 4.069 3.264
H 0.743 -3.368 -5.351
H 0.896 0.649 -3.463
H 3.007 -1.141 -2.558
H 3.750 3.693 -1.619
H 2.381 2.308 -1.922
H 3.035 2.760 -0.147
H 3.874 0.514 -3.680
H 5.737 0.071 -3.425
H 6.224 2.031 -4.888
H 5.376 3.193 -3.539
H 4.371 2.423 -4.933
H 4.267 1.254 2.566
H 5.614 0.322 3.497
H 4.023 -0.574 2.972
H 3.308 -1.872 1.374
H 2.351 -4.110 0.711
H 2.921 -3.729 -1.102
H 1.149 -1.642 1.551
H -0.164 -2.638 1.339
H 0.056 -4.464 0.168
H 0.509 -4.470 -1.659
H -1.780 -2.295 -0.546
H -1.618 -3.142 -2.222
H -2.278 -4.851 0.468
H -2.562 -5.307 -1.432
H -4.141 -2.688 -0.310
H -4.756 -4.383 0.284
H -4.415 -3.660 -2.920
H -5.049 -5.269 -2.096
H -7.281 -4.436 -1.892
H -6.697 -2.954 -0.873
H -6.755 -3.168 -4.184
H -8.111 -2.400 -3.108
H -5.334 -1.267 -4.166
H -6.890 -0.323 -3.539
H -5.914 -0.918 -0.918
H -4.260 -1.229 -1.941
H -5.971 1.541 -2.257
H -4.131 1.114 -2.826
H -5.324 1.622 0.204
H -3.733 0.623 -0.083
H -2.489 2.631 -0.593
H -3.806 3.432 -1.693
H -5.156 4.154 0.573
H -3.308 4.782 0.710
H -2.705 2.711 2.250
H -4.486 2.069 2.169
H -4.043 3.664 4.334
H -5.565 4.124 3.269
H -3.978 5.162 3.136
C -8.596 6.455 -0.488
C -8.284 5.280 0.195
C -8.294 5.260 1.590
C -8.626 6.413 2.301
C -8.942 7.587 1.617
C -8.923 7.609 0.223
H -8.585 6.471 -1.575
H -8.032 4.379 -0.359
H -8.045 4.346 2.122
H -8.639 6.397 3.387
H -9.203 8.486 2.171
H -9.164 8.525 -0.310
C 8.980 2.756 0.710
C 10.042 2.225 1.442
C 11.161 3.009 1.718
C 11.214 4.330 1.271
C 10.151 4.862 0.543
C 9.036 4.075 0.258
H 8.110 2.143 0.492
H 9.997 1.198 1.796
H 11.991 2.593 2.282
H 12.085 4.943 1.491
H 10.192 5.892 0.196
H 8.210 4.488 -0.314
C 6.719 -4.484 0.315
C 5.900 -4.925 -0.724
C 5.982 -6.246 -1.165
C 6.876 -7.129 -0.559
C 7.692 -6.689 0.482
C 7.617 -5.366 0.917
H 6.657 -3.454 0.656
H 5.198 -4.239 -1.191
H 5.348 -6.587 -1.979
H 6.936 -8.159 -0.900
H 8.388 -7.377 0.955
H 8.257 -5.022 1.725
C -2.992 -1.163 5.870
C -2.791 -2.184 4.942
C -2.306 -1.885 3.669
C -2.012 -0.564 3.328
C -2.210 0.456 4.258
C -2.704 0.158 5.527
H -3.373 -1.397 6.861
H -3.014 -3.214 5.210
H -2.156 -2.679 2.943
H -1.630 -0.331 2.338
H -1.979 1.485 3.992
H -2.862 0.954 6.250
*
```

Atom charges from the Mulliken analysis, given in e for atoms 1 to 5:
1 C -1.009
2 C -0.320
3 C 0.213
4 P 0.666
5 O -0.574